Density functional theory data (ωB97M-V/def2-TZVPD) for one molecule with the formula C4H7NS2 at a distorted geometry.

Geometry (Å):
C1 -1.56941 -0.74545 2.54993
C2 0.47875 0.10063 -1.75874
C3 1.29058 0.79433 -0.69803
C4 0.58888 -0.49690 -0.43750
N1 -0.68007 -0.60921 3.36413
S1 -3.30052 -0.84010 2.57851
S2 -1.06352 -0.51486 0.61224
H1 -0.32178 0.83136 -1.83242
H2 0.80624 -0.46185 -2.66066
H3 2.30614 0.95085 -0.76724
H4 0.72989 1.61700 -0.18814
H5 1.14966 -1.40707 -0.39541
H6 -0.91043 -0.86418 4.27358
H7 -3.51265 -1.59148 1.37483

Results
multiplicity: 1
SMILES string: [H]/N=C(\S)SC1CC1
Kohn-Sham gap: 9.10 eV
ΔE to the lowest compared entry with this formula, charge and spin: 76.2 kcal/mol

Density functional theory data (ωB97M-V/def2-TZVPD) for C3H2O4Zn as an isolated structure at a distorted geometry.

Geometry (Å):
O1 2.70814 -0.14523 -2.56969
C1 1.81569 0.03607 -1.84846
Zn1 -0.63896 0.47182 0.26263
C2 -2.06573 -0.17175 -0.96311
C3 0.10601 1.91792 1.19924
O2 -2.99969 -0.33103 -1.65934
O3 0.41000 2.92092 1.76324
O4 0.11375 -1.65182 1.35918
H1 -0.47522 -1.99672 2.06402
H2 0.27651 -2.41815 0.74800

Results
total charge: +2
multiplicity: 1
Kohn-Sham gap: 10.14 eV

Density functional theory data (ωB97M-V/def2-TZVPD) for C13H28AsN7PdS2 as an isolated structure.

Geometry (Å):
Pd1 -0.51871 0.28181 1.20124
N1 -1.46391 2.07864 2.29554
N2 -2.80903 2.27602 1.93322
C1 -3.37530 1.53482 0.98456
N3 -4.62905 1.71438 0.65501
S1 -2.48242 0.29815 0.11256
H1 -1.41785 1.95849 3.30853
H2 -0.92848 2.91762 2.06475
H3 -3.32736 3.00310 2.41773
H4 -5.22497 2.40042 1.10717
H5 -5.07224 1.14070 -0.05153
C2 0.40813 2.86010 -5.17855
C3 0.06409 1.68816 -4.33617
C4 -0.52428 0.52720 -4.80061
C5 -0.80551 -0.51262 -3.92002
N4 -0.46683 -0.42154 -2.60161
C6 0.09103 0.67351 -2.18830
S2 0.81559 0.85795 -0.57028
N5 0.32901 1.73097 -3.00294
C7 -1.47061 -1.75342 -4.39302
H6 1.09282 2.54903 -5.97117
H7 0.87012 3.66689 -4.61206
H8 -0.49221 3.23831 -5.66805
H9 -0.76363 0.43583 -5.85215
H10 0.74553 2.57905 -2.62840
H11 -1.01912 -2.09429 -5.32600
H12 -2.52101 -1.54513 -4.61870
H13 -1.41495 -2.55003 -3.65715
C8 1.61846 -2.44782 -0.06247
As1 -0.10501 -2.08088 0.67839
C9 -1.49097 -2.84401 -0.39845
C10 -0.29478 -2.75425 2.46569
H14 1.77435 -3.52323 0.06559
H15 2.39231 -1.89618 0.46488
H16 1.60357 -2.19495 -1.12050
H17 -1.16060 -3.86866 -0.59622
H18 -1.58385 -2.29815 -1.33226
H19 -2.42280 -2.85662 0.16294
H20 -0.32332 -3.84466 2.36254
H21 -1.23629 -2.42423 2.90320
H22 0.55533 -2.45849 3.07398
C11 2.93343 0.64119 5.30055
N6 3.10423 0.32548 3.85745
C12 4.49027 0.11436 3.36599
C13 2.10417 0.28846 3.06724
N7 1.18880 0.24653 2.33761
H23 3.45159 1.57290 5.51781
H24 3.36835 -0.16928 5.88164
H25 1.87730 0.73511 5.53740
H26 4.91017 -0.75096 3.87439
H27 5.07478 1.00236 3.59754
H28 4.48166 -0.04814 2.29146

Results
total charge: +4
multiplicity: 1
Kohn-Sham gap: 5.63 eV
ΔE to the lowest compared entry with this formula, charge and spin: 0.0 kcal/mol

Density functional theory data (ωB97M-V/def2-TZVPD) for C6H14N2O2Tl as an isolated structure at a distorted geometry.

Geometry (Å):
Tl1 17.27236 -13.34517 -0.56307
C1 18.13949 -15.56985 -5.18514
C2 18.08077 -15.60640 -3.65473
O1 17.55525 -14.68465 -3.00297
N1 18.65155 -16.57968 -2.97440
C3 19.17354 -17.85389 -3.46363
H1 17.74605 -14.60191 -5.49563
H2 17.42715 -16.29907 -5.57101
H3 19.15735 -15.71456 -5.54726
H4 18.66516 -16.43116 -1.97547
H5 19.75894 -18.37150 -2.70371
H6 19.71305 -17.66356 -4.39142
H7 18.32631 -18.51577 -3.64317
C4 15.42214 -17.78380 -1.85153
C5 14.72437 -16.51525 -1.46042
O2 15.28637 -15.42511 -1.34741
N2 13.43019 -16.69914 -1.11521
C6 12.48206 -15.60992 -0.72017
H8 16.48128 -17.62956 -2.05776
H9 14.94456 -18.19892 -2.73905
H10 15.23772 -18.54293 -1.09139
H11 13.11171 -17.64711 -1.25667
H12 12.04458 -15.13305 -1.59727
H13 12.95882 -14.88673 -0.05851
H14 11.69466 -16.05469 -0.11167

Results
total charge: +3
multiplicity: 1
Kohn-Sham gap: 3.38 eV
ΔE to the lowest compared entry with this formula, charge and spin: 22.3 kcal/mol

Density functional theory data (ωB97M-V/def2-TZVPD) for C20H29ClF6NO3Si2 as an isolated structure at a distorted geometry.

Geometry (Å):
O1 1.18240 -0.66293 5.35099
C1 1.07094 -1.51978 4.52301
O2 -0.05742 -2.32094 4.31127
C2 -0.04783 -2.93177 3.03428
Cl1 0.44198 -4.68999 3.14833
C3 -1.43489 -3.02528 2.42998
C4 -1.61663 -3.08148 1.07225
C5 -2.87542 -3.16083 0.51544
C6 -3.94895 -3.22237 1.36505
C7 -3.79853 -3.20848 2.73252
C8 -2.53256 -3.09032 3.25271
C9 0.99533 -2.04190 2.27901
C10 0.45925 -0.73005 1.72736
F1 -0.61389 -0.28707 2.38233
F2 1.36336 0.26729 1.78759
F3 0.17448 -0.88936 0.43149
C11 2.03079 -2.01320 3.41159
C12 3.38500 -1.30810 3.24079
C13 4.50122 -2.31090 2.84811
O3 4.80363 -3.24200 3.85544
C14 4.27316 -2.96039 1.47652
F4 5.46428 -3.19140 0.89129
F5 3.61684 -2.14934 0.63233
F6 3.59359 -4.11498 1.54098
H1 -0.75680 -3.04348 0.40924
H2 -2.94622 -3.18265 -0.56501
H3 -4.93727 -3.28806 0.91497
H4 -4.66851 -3.28589 3.37353
H5 -2.44196 -3.07334 4.33500
H6 1.41948 -2.74200 1.55321
H7 2.30752 -2.98834 3.83209
H8 3.65751 -0.86338 4.20362
H9 3.40455 -0.53137 2.47475
H10 5.39620 -1.69155 2.72532
H11 4.21201 -4.00247 3.79305
C15 -2.65468 5.46473 -4.66227
Si1 -1.28616 4.40790 -3.88633
C16 -0.45642 5.49280 -2.57235
C17 -0.02117 4.08287 -5.25978
N1 -1.96929 3.00207 -3.26049
Si2 -1.09759 1.79130 -2.48223
C18 -0.23169 2.38808 -0.90667
C19 0.20126 0.96698 -3.59044
C20 -2.28935 0.41425 -1.95040
H12 -2.23888 6.38955 -5.08082
H13 -3.15072 4.91846 -5.46744
H14 -3.40043 5.73571 -3.91156
H15 -0.22259 6.48446 -2.98149
H16 0.48270 5.05944 -2.22275
H17 -1.11914 5.63090 -1.71592
H18 -0.42894 3.39169 -6.00003
H19 0.90745 3.66543 -4.86536
H20 0.23742 5.01638 -5.77669
H21 0.62325 3.02861 -1.13197
H22 0.14619 1.53832 -0.32788
H23 -0.92773 2.94185 -0.27333
H24 -0.23792 0.68653 -4.54991
H25 0.58899 0.05433 -3.11793
H26 1.05413 1.62344 -3.77296
H27 -2.79247 -0.01429 -2.82049
H28 -3.04608 0.80573 -1.26631
H29 -1.74673 -0.38938 -1.43664

Results
total charge: -1
multiplicity: 1
Kohn-Sham gap: 5.17 eV